(1)
Below is 2 unconnected molecules or ions with the total composition H2NOS2 at a distorted geometry, with properties calculated with ωB97M-V/def2-TZVPD.

The geometry in XYZ format:
```
6
Properties=species:S:1:pos:R:3:forces:R:3
S 1.572 0.336 0.364 0.461 -0.765 -2.792
H 1.094 0.544 -0.998 0.181 -0.668 1.551
O 1.841 1.726 0.767 -0.034 0.575 0.871
H -0.802 0.491 1.721 0.220 1.729 0.348
N -0.957 -0.476 1.555 0.765 -1.433 -0.759
S 3.350 -0.664 -0.265 -1.593 0.562 0.781
```
Forces are in eV/Å.

Summary:
HOMO-LUMO gap (alpha / beta) in eV: 5.594 / 5.937
Maximum force in eV/Å: 2.93
ΔE to the lowest compared entry with this formula, charge and spin in kcal/mol: 111.5
Net charge: -1
Calculated total energy in eV: -25236.0733
LUMO level (alpha / beta) in hartree: 0.0658 / 0.0758



(2)
Below is a molecular structure, C64H166Cl2N10O24 at a distorted geometry, with properties calculated with ωB97M-V/def2-TZVPD.

The geometry in XYZ format:
```
266
Properties=species:S:1:pos:R:3:forces:R:3
H -9.269 13.924 31.536 -0.293 0.448 0.229
C -18.417 -1.994 38.646 -1.507 1.913 -0.644
H -15.654 1.585 23.640 -0.385 0.160 0.166
H -8.999 -2.795 29.578 -0.677 0.956 0.146
C -19.006 -0.888 25.244 1.312 -0.523 -0.280
H -18.372 0.391 32.811 -0.160 -0.156 0.086
C -19.191 2.798 25.660 -2.081 1.127 -1.251
C -18.032 -0.984 37.538 0.857 -0.281 -1.219
H -11.885 1.482 32.411 0.648 -0.314 0.686
C -11.302 0.236 35.397 1.268 -0.435 -1.144
O -16.664 -0.614 37.727 -1.148 -0.711 0.640
H -8.185 0.624 28.500 -0.044 -0.141 -0.394
H -16.724 8.148 26.398 -0.223 0.197 0.500
H -16.309 1.620 30.226 0.439 0.731 0.430
H -10.712 11.510 26.044 -0.128 -0.213 -0.017
H -10.354 -0.323 35.276 -0.158 0.229 0.459
N -14.819 -7.067 30.716 -0.751 -1.132 -0.667
C -15.555 -5.480 25.308 -0.128 1.702 1.126
H -17.025 -1.864 32.961 -0.396 0.287 -0.377
O -14.377 0.530 21.609 0.385 2.394 2.863
C -8.240 -0.458 28.593 0.055 -0.048 0.618
N -6.783 4.839 29.372 -0.840 -0.403 -2.047
H -15.805 -0.649 35.797 -0.375 -0.239 0.055
O -14.792 1.921 28.119 1.258 0.231 -0.473
H -9.309 2.725 28.452 0.768 0.260 0.222
H -19.866 -1.365 24.791 -0.511 0.376 -0.156
H -15.365 2.795 31.492 -0.285 -0.333 0.214
H -11.936 -0.345 36.045 -0.378 0.073 0.182
H -9.735 0.361 31.565 -0.420 0.192 0.495
O -17.880 4.590 30.748 -0.144 -0.346 0.771
O -12.963 2.260 21.899 -3.086 -0.800 2.973
H -11.072 1.226 35.770 -0.113 0.202 0.385
H -6.938 5.088 28.359 0.605 0.997 1.294
H -11.288 11.895 28.896 -0.316 -0.312 1.226
H -12.240 8.025 26.350 -0.063 -0.351 0.414
H -20.803 3.801 29.677 -0.377 -0.176 0.182
H -3.865 3.868 32.894 0.120 -0.308 0.268
C -6.339 5.874 30.385 -0.081 -1.143 0.386
H -6.876 3.012 25.974 -0.531 -0.413 -0.314
H -12.967 0.873 27.987 -0.387 1.007 -0.134
H -11.993 9.583 25.670 0.215 0.311 -0.099
H -20.393 4.411 31.337 -0.098 0.176 -0.033
Cl -13.564 -0.210 30.618 0.107 -0.057 -0.105
C -18.022 -2.330 41.124 0.274 -0.474 -0.026
Cl -18.538 -1.901 28.753 0.107 -0.461 -0.080
H -9.520 -0.337 33.163 -0.287 0.095 -0.155
C -22.235 5.700 39.001 0.192 -1.072 -1.250
H -7.807 3.379 30.414 -0.536 -0.001 0.204
N -18.120 -1.391 39.972 0.977 -0.166 -0.816
H -6.091 4.105 29.225 0.449 -0.232 0.649
H -16.789 4.713 30.382 -0.445 0.787 -0.332
H -11.473 -1.647 32.842 0.601 0.291 -0.524
H -19.390 4.043 36.269 0.165 -0.091 0.689
H -21.775 3.040 27.005 0.038 -0.100 0.389
H -14.171 1.154 24.559 -0.346 0.568 -0.863
H -17.558 0.376 22.604 0.049 -0.260 -0.179
C -19.546 6.812 36.772 -0.201 0.410 0.765
H -9.424 11.701 27.227 -0.116 0.173 -0.092
H -7.200 -0.820 28.694 -0.475 -0.141 0.298
H -18.683 0.789 30.438 -0.048 0.530 -0.433
C -16.059 0.016 36.628 1.255 0.189 0.563
H -21.423 8.227 25.865 -0.179 0.462 0.554
C -14.454 3.376 31.385 -0.479 1.109 -1.448
C -8.404 3.383 28.310 -1.481 -1.068 -0.060
C -21.922 5.258 26.985 0.654 -0.697 0.607
H -15.511 -2.548 22.897 -0.591 -0.108 -0.386
H -16.612 -5.625 25.506 -0.330 -0.361 -0.372
H -19.202 -0.342 26.146 -0.529 0.066 0.486
C -10.436 11.318 27.079 0.213 0.938 0.273
H -6.339 6.834 29.908 0.062 0.505 -0.083
H -20.235 1.932 33.126 0.053 0.331 -0.342
C -11.146 1.037 33.128 -1.221 -0.158 -0.355
H -18.352 -5.497 31.337 0.345 0.758 0.192
H -13.791 -8.932 34.777 -0.082 -0.016 0.659
C -21.224 -1.029 42.345 0.880 -0.192 -0.279
C -3.959 3.451 31.897 -0.366 1.824 -0.773
H -18.696 6.340 37.275 -0.171 0.196 -0.082
C -15.499 0.823 27.685 -2.312 -1.145 -0.523
C -13.904 1.668 22.446 2.239 -2.218 -4.788
H -15.106 0.299 37.108 -0.264 0.539 -0.820
C -8.077 4.087 29.635 0.428 0.340 -1.032
H -15.970 -1.516 31.521 -0.009 -0.240 0.401
O -7.265 2.661 27.964 0.154 -0.709 -0.605
N -16.090 -1.813 23.286 -0.204 1.222 0.406
C -14.733 3.409 33.708 -0.741 1.053 -1.954
H -12.334 12.068 27.620 0.271 -0.151 0.261
O -13.999 -7.839 33.079 -0.826 -0.340 -1.237
H -16.441 -0.981 25.171 0.110 -0.521 -0.063
H -15.352 -1.637 33.233 -0.022 0.533 -0.672
H -18.907 -0.769 40.174 -0.135 0.301 0.461
H -22.992 5.302 26.945 -0.834 -0.077 -0.301
H -17.920 -3.706 31.030 -0.400 -1.021 0.834
H -11.871 14.209 28.178 0.732 -0.399 -0.343
H -8.861 4.815 29.866 0.258 -0.293 0.366
C -15.155 6.515 30.119 -0.190 2.040 1.208
C -19.302 4.086 34.228 -0.939 -1.145 -1.564
H -19.161 -0.264 22.536 -0.218 -0.717 -0.053
H -19.440 2.847 24.568 -0.276 -0.099 0.982
N -11.019 -1.221 32.005 0.138 -1.011 0.521
O -16.331 -4.920 31.514 0.561 -0.579 -1.073
H -15.068 6.676 31.220 0.038 -0.215 -0.800
H -13.460 9.329 26.530 -0.497 -0.246 0.187
H -17.848 8.509 27.711 0.126 0.124 0.981
C -18.774 4.287 29.866 -0.020 0.178 0.865
H -8.760 4.011 27.470 0.497 0.550 0.401
H -9.156 -2.043 31.947 0.213 -0.643 0.017
H -19.552 1.881 26.053 0.047 -0.909 0.393
H -9.955 9.228 26.855 -0.234 0.055 0.070
H -10.664 13.812 26.870 0.077 0.292 0.779
C -13.594 -7.945 30.803 -0.399 0.228 -0.006
H -21.514 0.010 42.251 -0.178 -0.049 -0.286
H -17.300 -3.434 25.315 0.153 -0.266 -0.315
C -14.601 4.144 29.991 1.711 -0.594 1.434
H -15.146 -6.212 24.635 0.133 -0.065 -0.281
H -17.719 -3.307 40.745 0.430 0.203 0.137
H -7.101 5.803 31.170 0.228 0.321 -0.140
H -21.528 5.670 39.800 0.285 -0.007 0.804
H -9.744 12.261 31.582 -0.280 0.185 0.186
C -17.729 -4.629 31.664 0.200 0.637 -0.994
C -19.052 4.723 35.510 1.988 0.991 0.616
O -18.501 3.928 28.730 0.314 -0.239 -0.853
O -11.850 9.560 27.768 0.690 -0.766 -0.584
H -20.497 7.417 38.591 0.452 0.110 1.261
C -4.978 5.454 30.969 -0.349 -0.273 -0.194
H -14.812 -7.397 34.848 0.380 -0.121 0.446
C -12.414 9.078 26.535 0.083 0.499 -0.127
H -12.908 2.702 28.240 -0.125 -0.524 0.240
H -14.832 -1.654 24.952 -0.072 -0.044 -0.198
O -20.075 -1.260 41.454 -0.599 -0.290 1.503
C -14.615 1.837 23.784 1.504 -0.576 -0.496
H -15.092 -5.547 26.322 0.140 -0.065 -0.602
C -9.680 -1.945 29.886 0.970 0.263 0.690
H -15.749 0.107 30.131 -0.146 0.034 0.075
H -20.940 -1.207 43.371 0.381 0.069 0.348
H -12.926 -9.367 32.266 -0.081 -0.166 -0.475
O -20.591 3.539 34.415 -0.342 0.446 0.094
H -10.960 13.489 32.083 0.123 0.193 0.523
H -10.608 -1.965 29.361 -0.580 -0.063 -1.087
H -13.813 -5.305 30.710 -0.262 0.047 -0.481
H -17.268 -0.835 39.840 0.015 -0.132 0.316
H -22.924 7.614 26.657 0.481 0.115 -0.010
H -9.051 13.287 28.908 1.134 -0.916 -0.391
C -15.871 -4.937 30.144 0.425 1.311 1.024
C -21.817 7.609 26.674 -0.242 -0.519 -0.394
N -19.915 5.947 35.628 0.758 -0.546 -0.959
H -15.430 4.112 25.051 -0.091 0.465 0.064
H -17.846 -4.447 32.736 -0.285 0.040 -0.303
C -16.821 0.811 28.419 -0.801 1.342 1.115
H -15.812 8.637 29.645 0.254 -0.620 -0.011
O -21.394 5.721 37.764 -1.124 -1.051 1.698
H -11.851 -1.023 31.421 -0.282 0.618 -0.581
H -4.188 5.600 30.207 -0.118 -0.073 0.411
O -16.325 0.134 32.763 0.512 -0.812 0.196
C -9.956 13.823 29.015 -0.497 1.032 0.687
H -19.960 -3.310 41.491 -0.211 -0.646 -0.672
H -19.500 -2.115 38.672 -0.060 -0.238 -0.371
H -13.624 2.663 31.217 -0.256 0.204 0.270
N -16.582 0.702 29.947 -0.663 -0.298 -1.382
H -15.929 5.279 26.288 -0.604 -0.048 0.317
H -22.832 4.762 38.995 0.400 0.800 -0.176
H -14.633 -9.547 31.889 -0.262 0.404 0.098
C -10.966 13.610 27.916 -0.726 1.036 -0.772
H -14.414 2.866 24.035 -0.276 0.235 0.385
H -13.590 4.584 29.785 -0.801 -0.099 -0.010
N -15.655 5.184 29.832 1.005 -1.331 -0.457
H -19.882 6.460 34.740 0.006 -0.068 0.286
H -17.412 1.773 28.292 0.845 -1.004 0.165
H -16.574 -5.301 29.429 -1.024 -0.559 -0.245
H -15.455 -8.844 34.181 -0.834 -0.768 -0.286
H -22.867 6.583 39.096 -0.006 -0.060 -0.338
H -17.652 6.865 27.010 -1.296 -0.295 -0.230
C -18.202 -0.401 23.036 1.410 0.233 0.057
C -7.146 2.145 26.589 1.270 0.601 0.938
C -20.218 4.490 30.270 0.841 0.547 -0.951
N -11.369 12.183 27.943 0.604 -0.644 -1.844
H -21.801 2.858 32.950 0.106 -0.939 0.272
O -18.307 0.020 24.392 -0.542 -0.039 0.225
O -11.899 0.323 34.107 -0.624 0.627 0.187
H -10.459 1.798 33.516 -0.414 0.109 0.290
H -18.630 3.261 34.009 0.588 0.036 0.078
H -15.864 5.225 28.831 -0.218 -0.213 0.116
H -14.299 -5.882 29.048 0.111 0.019 0.461
H -21.395 1.672 34.350 -0.707 0.261 -0.140
H -17.488 -0.013 28.211 0.059 -0.538 -0.494
H -4.132 2.399 31.870 -0.007 -0.606 0.148
H -12.719 -7.319 30.981 -0.174 0.085 -0.111
H -15.539 -7.605 30.186 0.420 0.511 0.484
O -9.057 -0.650 29.757 -0.047 -1.047 0.310
C -17.505 -1.775 22.852 -0.111 -1.009 -0.200
H -14.478 4.018 34.549 0.730 -0.242 0.712
C -17.755 3.040 25.712 2.031 1.192 -0.621
H -21.474 7.637 37.189 0.340 0.033 0.233
H -19.687 4.754 25.748 -0.380 -0.415 0.813
C -10.288 0.031 32.464 1.466 -1.283 -1.363
C -10.477 9.890 27.558 -0.174 0.428 0.613
C -17.777 0.297 30.760 0.766 0.574 1.143
C -21.429 3.895 26.445 0.144 1.193 -0.873
H -14.728 3.290 29.301 -0.332 0.959 0.263
C -19.371 -2.468 41.791 -0.614 0.931 0.508
H -17.381 1.801 32.397 -0.106 -0.885 -0.511
H -15.026 -0.134 27.896 0.569 -0.053 0.004
C -20.764 6.936 37.686 -0.477 1.510 -2.400
H -13.493 -8.487 29.867 0.075 -0.044 0.007
H -18.608 -0.031 37.410 -0.136 -0.916 0.595
H -17.993 -0.751 30.558 0.253 -0.153 0.198
H -13.265 2.119 26.651 -0.453 -0.553 0.584
H -14.184 6.696 29.649 0.153 -0.370 0.166
H -6.264 1.505 26.640 -0.019 0.119 -0.021
H -17.294 -1.906 41.815 0.034 -0.173 -0.092
H -17.988 -2.952 38.473 0.802 -0.544 0.226
H -21.461 7.867 27.683 -0.031 0.195 -0.347
H -21.767 3.790 25.423 -0.227 -0.158 -0.269
H -7.944 1.503 26.221 -0.519 0.501 0.213
O -14.296 4.180 32.543 -0.087 -0.662 0.041
H -10.380 -3.271 31.409 -0.126 0.809 0.292
H -8.697 -0.957 27.750 -0.100 0.153 -0.470
H -9.645 14.884 29.081 -0.477 -0.303 0.068
C -16.085 7.575 29.495 -0.032 -1.227 -0.819
H -21.678 5.295 28.049 0.125 0.175 0.236
N -19.944 3.937 26.355 1.193 0.743 -1.118
H -14.372 2.384 33.600 0.152 0.116 0.696
H -20.857 5.577 35.717 -0.599 0.014 0.333
C -16.168 4.890 25.299 -0.876 -1.036 -1.483
C -14.549 -8.309 34.321 0.872 0.563 -0.783
C -17.170 7.761 27.335 1.651 -1.076 -2.099
H -15.191 -6.919 31.672 0.280 -0.013 -0.134
H -17.324 3.142 26.682 0.152 -0.546 0.990
C -15.895 -1.830 24.728 0.063 -0.084 0.301
H -16.112 -2.975 26.545 0.254 -0.802 -1.505
H -9.899 9.881 28.510 -0.718 -0.374 -0.294
H -19.493 4.119 27.276 -0.150 -0.316 -0.042
C -10.140 13.280 31.418 1.378 -0.768 0.283
C -13.422 1.870 27.733 0.751 0.173 -0.574
H -20.390 5.505 29.850 -0.390 -0.397 0.710
C -13.830 -8.808 31.995 1.051 -0.112 2.143
H -18.075 -1.522 36.563 -0.396 0.200 0.539
C -14.612 -5.755 30.096 0.638 0.646 -0.102
O -10.677 13.352 30.138 -0.976 0.117 -1.336
H -3.071 3.739 31.314 -0.218 -0.321 0.147
H -19.207 4.822 33.398 -0.242 -0.407 0.078
O -21.325 6.322 26.298 0.151 -0.789 -0.118
H -14.968 -0.009 22.169 -0.059 -0.204 -0.222
H -17.271 2.287 25.105 0.189 -0.638 0.222
O -17.496 4.301 25.077 0.292 1.041 0.532
H -18.098 -2.608 23.326 0.306 0.789 -0.282
H -17.958 4.977 35.606 -1.238 0.097 0.175
O -15.369 -4.139 24.789 -0.672 -0.424 1.009
H -16.634 0.866 36.237 0.113 -0.001 0.225
H -17.093 7.425 29.886 -0.192 0.104 0.017
O -16.070 7.198 28.083 -0.492 1.771 1.625
H -18.337 -1.718 25.520 -0.292 0.269 0.129
C -10.044 -2.217 31.343 0.462 0.583 0.598
H -19.221 -2.639 42.874 -0.060 0.581 -0.298
H -22.008 -1.740 42.137 -0.400 0.012 -0.438
H -16.142 5.695 24.546 0.254 -0.321 0.459
H -15.632 -3.911 29.780 -0.141 -0.420 0.351
H -17.484 -2.025 21.784 -0.227 0.241 0.153
H -15.784 0.827 26.607 0.540 0.212 0.370
H -4.765 6.087 31.858 -0.030 -0.374 -0.464
C -21.057 2.433 33.648 0.454 0.434 -0.321
H -19.277 7.791 36.372 0.171 -0.145 0.242
H -15.837 3.426 33.681 0.101 -0.421 -0.020
C -16.173 -1.293 32.576 0.143 0.262 0.650
C -16.240 -3.170 25.403 0.586 0.734 1.029
O -5.144 4.072 31.287 0.527 0.294 -0.034
C -17.493 0.689 32.232 -0.396 0.253 -0.340
```
Forces are in eV/Å.

Summary:
HOMO-LUMO gap in eV: 6.870
Maximum force in eV/Å: 5.73
Net charge: +6
Calculated total energy in eV: -158079.8330
LUMO level in hartree: -0.3419